No. 1
Formula: C51H50Cl2Ge2NO5PS3Ti
Source: the Open Molecules 2025 dataset
Level of theory: ωB97M-V/def2-TZVPD

Output
⟨S²⟩ = 0.79
Kohn-Sham gap (spin up / spin down) = 6.03 / 5.81 eV
Charge = -1
Multiplicity = 2
E_HOMO (spin up / spin down) = -4.56 / -4.56 eV
E_LUMO (spin up / spin down) = 1.47 / 1.25 eV

Each line ends with the Mulliken charge.
Geometry (Å):
Ti1 -0.00974 0.49869 0.92632  -2.379
Cl1 1.93285 -0.41748 -3.44177  -0.279
C1 2.29323 -1.21048 -1.94785  1.352
C2 3.26823 -2.23874 -1.91610  -0.364
C3 3.60395 -2.84028 -0.75028  0.908
Cl2 4.84229 -4.07066 -0.74339  -0.304
C4 2.98496 -2.46457 0.47284  0.290
C5 3.27455 -2.99341 1.74662  -1.129
C6 2.65224 -2.47632 2.83516  -1.654
C7 1.71749 -1.43208 2.67819  -0.379
N1 1.38907 -0.95129 1.51608  0.644
C8 2.01845 -1.45511 0.41281  -0.218
C9 1.66772 -0.81153 -0.80884  -1.228
O1 0.78782 0.16891 -0.71421  0.186
H1 3.76262 -2.52827 -2.83352  0.486
H2 3.99664 -3.79297 1.84676  0.452
H3 2.87334 -2.83989 3.82970  0.539
H4 1.24179 -0.97250 3.53418  0.527
C10 -1.94872 -0.85350 -2.56778  -1.821
P1 -2.15151 0.54208 -1.38726  2.237
C11 -2.37569 1.98027 -2.50347  0.118
C12 -2.06067 3.24147 -1.99832  -0.282
C13 -2.18607 4.37576 -2.79338  -0.651
C14 -2.63178 4.26170 -4.10225  -0.618
C15 -2.95566 3.00864 -4.61491  -0.710
C16 -2.82308 1.87762 -3.82104  -0.575
C17 -3.89163 0.24590 -0.87013  -0.176
C18 -4.85513 1.25277 -0.82224  -0.791
C19 -6.14942 0.97295 -0.39797  -0.930
C20 -6.50245 -0.31668 -0.02118  -1.115
C21 -5.54763 -1.32531 -0.05363  -0.420
C22 -4.25144 -1.04090 -0.45967  0.555
H5 -2.87597 -1.10667 -3.08425  0.511
H6 -1.61228 -1.72771 -2.00308  0.325
H7 -1.16803 -0.60303 -3.28742  0.543
H8 -1.71209 3.33693 -0.97673  0.121
H9 -1.92173 5.34432 -2.38626  0.467
H10 -2.72507 5.14390 -4.72492  0.373
H11 -3.31378 2.91416 -5.63401  0.400
H12 -3.08118 0.90828 -4.23341  0.311
H13 -4.59872 2.26382 -1.11390  0.376
H14 -6.88232 1.77067 -0.36124  0.386
H15 -7.51269 -0.53322 0.30616  0.428
H16 -5.80889 -2.33902 0.23934  0.563
H17 -3.51104 -1.83651 -0.44974  -0.093
O2 -1.38475 -0.75838 1.26729  0.192
S1 -1.50036 -2.33288 1.64283  -0.015
C23 -2.75274 -4.60188 -0.21484  -1.704
C24 -4.10277 -4.53813 -0.60338  1.476
C25 -5.13803 -4.97894 0.25749  -0.524
C26 -6.46482 -4.86291 -0.10771  -0.564
C27 -6.81290 -4.29793 -1.33554  -0.478
C28 -5.80962 -3.86873 -2.20435  -0.442
C29 -4.48122 -3.98938 -1.85240  -0.355
C30 -1.86131 -2.35595 3.40397  -1.024
C31 -3.10400 -1.59097 3.80510  0.486
C32 -3.09764 -0.80278 4.94888  -0.418
C33 -4.23036 -0.09763 5.33239  -0.631
C34 -5.38733 -0.17055 4.56887  -0.640
C35 -5.40208 -0.95611 3.42304  -0.583
C36 -4.26747 -1.66039 3.04660  0.418
H18 -2.46515 -4.99699 0.75115  0.364
H19 -1.96183 -4.25419 -0.86808  0.448
H20 -4.87017 -5.39695 1.22234  0.363
H21 -7.23983 -5.20205 0.56878  0.381
H22 -7.85443 -4.18042 -1.60609  0.393
H23 -6.07480 -3.42412 -3.15572  0.378
H24 -3.70294 -3.64300 -2.52466  0.307
H25 -0.99853 -1.98527 3.95708  0.172
H26 -1.97948 -3.42686 3.60917  0.616
H27 -2.18710 -0.71550 5.53115  0.282
H28 -4.20154 0.52461 6.21889  0.376
H29 -6.26423 0.39897 4.85254  0.367
H30 -6.29274 -1.00914 2.80771  0.356
H31 -4.26927 -2.24951 2.13565  0.206
C37 2.82189 2.01762 5.18311  -1.223
Ge1 2.69381 3.32148 3.70456  1.401
C38 4.52102 3.95381 3.37693  -1.215
C39 1.65236 4.79757 4.44192  -1.362
Ge2 1.81740 2.24714 1.70103  2.639
C40 1.86671 3.65883 0.27297  0.202
C41 2.37193 4.93208 0.55696  -0.121
C42 2.49025 5.91460 -0.41816  -0.893
C43 2.09062 5.64997 -1.72269  -0.759
C44 1.55240 4.40588 -2.02590  -0.960
C45 1.44062 3.42993 -1.03852  -0.115
C46 3.54296 1.26822 1.19511  -0.564
C47 4.21097 0.47052 2.13528  0.397
C48 5.30943 -0.31708 1.79893  -0.640
C49 5.78488 -0.32580 0.49304  -0.678
C50 5.15204 0.46554 -0.46033  -0.540
C51 4.04883 1.24166 -0.11289  -0.203
H32 2.74861 2.53688 6.14181  0.486
H33 3.76402 1.46432 5.16019  0.357
H34 1.99054 1.31522 5.10960  0.236
H35 5.04853 4.05670 4.33041  0.494
H36 4.51443 4.92171 2.87297  0.375
H37 5.05995 3.24132 2.74840  0.280
H38 2.23445 5.29788 5.22061  0.498
H39 0.73548 4.39011 4.86946  0.342
H40 1.36246 5.51602 3.67395  0.372
H41 2.66865 5.17521 1.56913  -0.113
H42 2.89652 6.88731 -0.16037  0.403
H43 2.19234 6.40629 -2.49287  0.364
H44 1.21640 4.18779 -3.03509  0.489
H45 0.99951 2.47511 -1.31572  0.711
H46 3.85727 0.45155 3.16306  -0.032
H47 5.79106 -0.93152 2.55394  0.445
H48 6.63158 -0.94599 0.22036  0.373
H49 5.51761 0.47599 -1.48251  0.381
H50 3.57097 1.84074 -0.88227  0.238
O3 -2.73627 2.60671 2.72966  -0.687
S2 -1.33006 2.55659 2.44997  1.430
O4 -1.09231 2.06601 0.98394  -0.123
O5 -0.58926 3.78364 2.63383  -0.650
S3 -0.44322 1.04391 3.49077  -0.220

---

No. 2
Formula: C51H50IN2O3P2Pb
Source: the Open Molecules 2025 dataset
Level of theory: ωB97M-V/def2-TZVPD

Output
Kohn-Sham gap = 5.38 eV
Charge = +1
E_HOMO = -10.56 eV
E_LUMO = -5.18 eV

Each line ends with the Mulliken charge.
Geometry (Å):
Pb1 -1.16777 1.33687 0.00227  1.809
C1 -3.18421 4.27994 1.47950  -1.924
C2 -3.56479 2.83431 1.28726  0.932
C3 -4.09386 2.43034 0.05458  1.450
C4 -4.24686 3.45800 -1.03493  -1.593
C5 -4.51001 1.10272 -0.13730  0.767
C6 -5.15311 0.71512 -1.44399  -2.261
C7 -4.40181 0.18862 0.91976  1.465
C8 -4.82143 -1.25089 0.74561  -2.444
C9 -3.93030 0.60971 2.17525  0.975
C10 -4.03365 -0.34701 3.33952  -2.252
C11 -3.44613 1.91189 2.34167  1.413
C12 -2.75834 2.33467 3.61670  -2.504
H1 -2.39055 4.59298 0.79892  0.046
H2 -2.85687 4.48937 2.49199  0.461
H3 -4.04317 4.92130 1.27272  0.407
H4 -4.95970 4.23031 -0.73836  0.360
H5 -4.59215 3.02481 -1.96698  0.473
H6 -3.29753 3.95637 -1.23581  -0.119
H7 -4.45329 0.79656 -2.27888  0.225
H8 -5.99666 1.37245 -1.65784  0.469
H9 -5.53695 -0.29828 -1.43072  0.443
H10 -4.27239 -1.90534 1.41896  0.495
H11 -4.63341 -1.59865 -0.26866  0.162
H12 -5.88530 -1.39155 0.95326  0.413
H13 -4.97812 -0.88691 3.29410  0.447
H14 -4.01317 0.17028 4.29324  0.580
H15 -3.23819 -1.09777 3.34301  0.231
H16 -1.77754 2.75929 3.39570  0.367
H17 -2.59510 1.49863 4.28871  0.334
H18 -3.32499 3.09127 4.16246  0.473
O1 2.34731 4.02277 -3.56532  -0.627
C13 1.15528 4.60643 -3.75176  0.771
C14 0.97371 5.23346 -4.98675  -0.648
C15 -0.19951 5.89119 -5.26704  -0.375
C16 -1.23552 5.96170 -4.32628  -0.927
C17 -1.08465 5.32201 -3.12720  -0.761
C18 0.09947 4.61908 -2.81155  0.472
C19 0.09588 3.86761 -1.58174  0.172
O2 -0.87528 3.70310 -0.85322  -0.424
N1 1.39158 3.34037 -1.15813  -0.765
N2 1.29482 2.46210 -0.26893  1.112
C20 2.53230 2.08895 0.26779  -1.081
C21 2.69294 1.42908 1.43799  1.181
C22 4.04079 1.03153 1.81229  -0.839
C23 4.25342 0.30134 2.91688  -0.498
C24 3.16466 -0.04349 3.80977  -0.629
C25 1.90259 0.34700 3.57478  -0.444
C26 1.57369 1.14842 2.40267  0.073
O3 0.45736 1.63728 2.25409  -0.605
H19 2.43030 3.72420 -2.64139  0.465
H20 1.78041 5.18556 -5.70294  0.462
H21 -0.31999 6.36386 -6.23184  0.400
H22 -2.14057 6.50686 -4.54873  0.446
H23 -1.87270 5.34244 -2.38792  0.386
H24 3.40739 2.41952 -0.28365  0.394
H25 4.85560 1.27877 1.14455  0.447
H26 5.25174 -0.04012 3.15633  0.449
H27 3.39528 -0.61637 4.69859  0.486
H28 1.09057 0.12923 4.25303  0.507
I1 -1.48063 0.98172 -2.80121  -0.475
C27 1.57499 -2.65629 -0.53039  -2.623
P1 0.05079 -1.74921 -0.04487  1.876
C28 -0.41033 -2.51348 1.54574  -0.217
C29 -0.34920 -3.89028 1.76366  -0.160
C30 -0.65062 -4.42013 3.00607  -0.912
C31 -1.00916 -3.57990 4.05390  -0.751
C32 -1.08227 -2.21302 3.84679  -1.090
C33 -0.79140 -1.68486 2.59571  0.119
C34 -1.14190 -2.49023 -1.21828  0.630
C35 -2.38253 -2.95424 -0.78650  -0.799
C36 -3.30514 -3.44921 -1.69692  -0.701
C37 -3.00047 -3.48407 -3.04837  -0.766
C38 -1.77201 -3.01207 -3.48899  -0.689
C39 -0.85428 -2.51014 -2.58311  -0.710
P2 3.03612 -2.11491 0.46824  0.909
C40 3.87874 -1.06224 -0.77785  0.623
C41 3.15215 -0.27148 -1.66932  -0.303
C42 3.79576 0.59108 -2.54584  -0.704
C43 5.17927 0.69150 -2.53230  -0.721
C44 5.91267 -0.08203 -1.64118  -0.663
C45 5.26872 -0.95010 -0.77394  -0.725
C46 4.08017 -3.61113 0.43331  0.066
C47 4.64245 -4.04564 1.62896  -0.277
C48 5.45357 -5.17324 1.65907  -0.582
C49 5.70276 -5.87340 0.49119  -0.468
C50 5.14507 -5.44817 -0.70965  -0.704
C51 4.34176 -4.32266 -0.73826  -0.280
H29 1.75651 -2.47752 -1.59079  0.910
H30 1.41676 -3.73012 -0.41016  0.749
H31 -0.08282 -4.56283 0.95739  0.439
H32 -0.60192 -5.48953 3.15989  0.472
H33 -1.23826 -3.99454 5.02563  0.428
H34 -1.36067 -1.55441 4.65891  0.479
H35 -0.85884 -0.61234 2.44636  0.727
H36 -2.62910 -2.94332 0.26882  0.355
H37 -4.26121 -3.81593 -1.34647  0.539
H38 -3.71549 -3.87863 -3.75646  0.406
H39 -1.53475 -3.01845 -4.54396  0.451
H40 0.08389 -2.11783 -2.95441  0.432
H41 2.06846 -0.32285 -1.69120  0.001
H42 3.21521 1.17646 -3.24937  0.683
H43 5.68410 1.35612 -3.21989  0.436
H44 6.99245 -0.01575 -1.62907  0.429
H45 5.85488 -1.55608 -0.09285  0.505
H46 4.43894 -3.50037 2.54290  0.391
H47 5.88679 -5.50294 2.59336  0.424
H48 6.33277 -6.75211 0.51152  0.395
H49 5.34255 -5.99448 -1.62174  0.421
H50 3.92316 -3.98800 -1.68019  0.320

---

Calculated total energy for the records above, in order: -9864.1902, -3481.7461 a.u.